Molecular formula: C2H9InN2OPS
Method: DFT, ωB97M-V/def2-TZVPD

* lowest unoccupied orbital energy: 2.853 eV
* net charge: -1
* gap between HOMO and LUMO: 7.74 eV

Structure (XYZ):
```
17
C2H9InN2OPS, DFT ωB97M-V/def2-TZVPD
N -0.5642 0.1677 2.7755
P 0.8138 0.2454 1.8973
In 0.3808 0.7351 -0.5507
N -0.9154 2.3910 -0.9329
S 2.5468 1.1570 -1.7221
C -0.7023 -1.1199 -1.3892
C -0.5969 -2.4239 -0.3926
O -1.6979 -3.2033 -0.2770
H -1.3708 0.3762 2.1268
H 1.5574 -1.0066 1.9492
H 1.6560 1.2596 2.5342
H -1.0817 2.9949 -0.0979
H -1.8198 2.0410 -1.3528
H 3.4453 1.6782 -0.7431
H -1.8445 -0.8989 -1.6253
H -0.1492 -1.3663 -2.4093
H 0.3390 -2.7511 0.2283
```

***

Molecular formula: C26H44N7OW
Method: DFT, ωB97M-V/def2-TZVPD

* multiplicity: 3
* lowest unoccupied orbital energy (alpha / beta): -9.040 / -10.245 eV
* net charge: +3
* energy above the lowest of the compared OMol25 structures with the same formula, charge and spin: 6.00 kcal/mol
* gap between HOMO and LUMO (alpha / beta): 8.62 / 7.32 eV

Structure (XYZ):
```
79
C26H44N7OW, DFT ωB97M-V/def2-TZVPD
W -0.4853 0.2579 0.2422
C -3.5385 1.3462 2.1956
C -2.2710 0.8684 2.8865
N -1.5090 -0.2092 2.1720
C -2.3072 -1.4628 2.0092
C -2.9835 -1.5148 0.6582
N -2.0252 -1.1868 -0.4468
C -2.8243 -0.8761 -1.6769
C -2.0399 -0.7912 -2.9730
C -0.8603 0.1893 -3.0521
N -0.6870 1.1018 -1.8760
C -1.6800 2.2159 -1.9904
C -1.6889 2.9850 -0.7044
N -1.9183 2.0425 0.4260
C -3.3593 1.8716 0.7619
H -3.9358 2.1424 2.8264
H -4.3004 0.5669 2.2164
H -2.5398 0.4827 3.8718
H -1.5671 1.6841 3.0631
H -0.7606 -0.4405 2.8192
H -3.0517 -1.5395 2.8038
H -1.6296 -2.3051 2.1248
H -3.8021 -0.8020 0.5984
H -3.4138 -2.5042 0.4933
H -1.5132 -2.0417 -0.6560
H -3.3660 0.0451 -1.4777
H -3.5786 -1.6580 -1.7871
H -2.7758 -0.5371 -3.7374
H -1.6862 -1.7855 -3.2489
H -0.9652 0.8226 -3.9346
H 0.0711 -0.3463 -3.1662
H 0.2102 1.5526 -2.0650
H -2.6595 1.7942 -2.2085
H -1.4078 2.8583 -2.8297
H -2.4456 3.7704 -0.7141
H -0.7210 3.4658 -0.5526
H -1.5003 2.4996 1.2332
H -3.8180 1.2136 0.0287
H -3.8536 2.8379 0.6577
C 1.2042 -1.2510 2.9837
C 1.3145 -0.8781 1.5308
C 2.5842 -0.0504 1.2026
C 3.1079 0.8264 2.3302
C 3.5932 -1.3713 -0.3195
C 4.4747 -2.3941 -0.9359
C 2.5493 -0.5625 -1.0996
C 2.9009 -0.2907 -2.5494
C 1.1475 -1.3002 -0.8460
C 0.8471 -2.3203 -1.9278
C 0.9063 -1.7327 0.4936
C 0.3857 -3.1199 0.7584
H 2.1187 -1.7828 3.2627
H 0.3795 -1.9231 3.2204
H 1.1425 -0.3747 3.6323
H 3.5317 0.1822 3.0974
H 2.3535 1.4568 2.7957
H 3.9263 1.4440 1.9594
H 3.8951 -3.1443 -1.4796
H 5.0714 -2.8820 -0.1695
H 5.1455 -1.9281 -1.6612
H 3.1106 -1.2164 -3.0822
H 3.8062 0.3163 -2.5991
H 2.1198 0.2442 -3.0879
H 1.5059 -3.1840 -1.7933
H 1.0294 -1.9541 -2.9320
H -0.1670 -2.7163 -1.9046
H 1.2085 -3.7933 0.4916
H -0.4583 -3.4453 0.1514
H 0.1636 -3.3132 1.8020
N 1.8999 3.7915 1.1244
C 1.5220 2.6061 0.7219
O 0.5184 2.0007 1.2086
C 2.1898 1.8901 -0.3925
C 2.4172 0.5863 -0.1678
N 3.6025 -1.0920 0.9248
C 2.1170 2.5243 -1.6713
N 1.8860 3.0330 -2.6779
H 2.7314 4.2301 0.7509
H 1.4055 4.2748 1.8635
```

***

Molecular formula: C15H17N5O3
Method: DFT, ωB97M-V/def2-TZVPD

* SMILES: Cc1cc(C(=O)N2CCN(c3ccc([N+](=O)[O-])cc3)CC2)n[nH]1
* lowest unoccupied orbital energy: -0.738 eV
* net charge: 0
* energy above the lowest of the compared OMol25 structures with the same formula, charge and spin: 396.57 kcal/mol
* gap between HOMO and LUMO: 7.51 eV

Structure (XYZ):
```
40
C15H17N5O3, DFT ωB97M-V/def2-TZVPD
C 4.8249 3.5383 -0.5077
C 4.1188 2.3129 -0.3336
C 3.7562 1.3623 -1.1619
C 2.8748 0.3919 -0.3412
N 2.7531 0.7534 0.7588
N 3.3631 1.9769 0.9344
H 3.4007 2.4983 1.8843
C 2.2224 -0.8228 -0.9176
O 2.4858 -1.2447 -1.9972
N 1.4332 -1.5733 0.0066
C 0.8623 -0.8876 1.3290
H 0.6541 0.0887 1.1794
H 1.6916 -1.4721 1.9727
C -0.3715 -1.7248 1.6652
N -1.2518 -1.8489 0.3349
C -2.3263 -0.9813 0.3820
C -3.1210 -1.3094 -0.7583
C -4.2383 -0.3389 -0.9481
C -4.2862 0.9179 -0.2524
C -3.5463 1.0703 0.9939
C -2.5181 0.1571 1.0047
H -1.9181 0.4666 2.0670
H -3.6766 1.9953 1.5691
N -5.5323 1.7576 -0.2408
O -6.2015 1.6674 -1.6094
O -5.5243 2.6642 0.3470
H -4.8820 -0.6293 -1.8444
H -3.0092 -1.8420 -1.4866
C -0.7735 -2.6557 -0.5179
H -1.1240 -3.6527 -0.5955
C 0.8368 -2.6566 -0.5110
H 1.2549 -3.0118 -1.5525
H 1.1024 -3.5357 0.2559
H -0.9134 -2.2309 -1.5939
H -0.2286 -2.9165 1.9203
H -0.8568 -1.1330 2.5024
H 3.8594 1.1106 -2.3361
H 5.6312 3.6012 0.3435
H 5.1125 3.5718 -1.6014
H 4.0615 4.5653 -0.3436
```

***

Molecular formula: CH2NO3S
Method: DFT, ωB97M-V/def2-TZVPD

* lowest unoccupied orbital energy (alpha / beta): 2.430 / 2.429 eV
* net charge: -1
* energy above the lowest of the compared OMol25 structures with the same formula, charge and spin: 71.47 kcal/mol
* gap between HOMO and LUMO (alpha / beta): 5.99 / 5.99 eV

Structure (XYZ):
```
8
CH2NO3S, DFT ωB97M-V/def2-TZVPD
C 0.5284 -0.7244 -1.3854
N 0.9613 -0.7459 -0.1357
O 1.5086 -0.0679 2.1625
O 0.7675 -1.5445 -2.2516
O -1.6809 1.9631 0.9119
S 0.4078 -0.4660 1.2889
H -0.0531 0.1970 -1.6322
H -2.4397 1.3887 1.0416
```

***

Molecular formula: C33H35F5MoN4P2S
Method: DFT, ωB97M-V/def2-TZVPD

* multiplicity: 3
* lowest unoccupied orbital energy (alpha / beta): -7.710 / -9.325 eV
* net charge: +2
* energy above the lowest of the compared OMol25 structures with the same formula, charge and spin: 0.00 kcal/mol
* gap between HOMO and LUMO (alpha / beta): 4.37 / 2.76 eV

Structure (XYZ):
```
81
C33H35F5MoN4P2S, DFT ωB97M-V/def2-TZVPD
Mo 3.2746 -1.6857 0.5058
C 3.5543 -1.3937 -1.7728
C 2.8162 -0.3302 -1.2306
C 1.3218 -0.1805 -1.1354
C 0.6123 -0.7126 0.1179
C 1.1007 -2.0608 0.5605
C 1.7018 -3.0241 -0.2922
C 1.6610 -3.0596 -1.8099
C 2.9456 -2.5492 -2.5005
C 3.7940 -3.3666 1.6749
H 4.6025 -1.1829 -2.0209
H 3.3504 0.6236 -1.1280
H 0.7873 -0.5560 -2.0314
H 1.1775 0.9069 -1.1090
H 0.7327 0.0258 0.9380
H -0.4817 -0.7208 -0.1024
H 0.8341 -2.3619 1.5818
H 1.8405 -4.0169 0.1442
H 0.7804 -2.5507 -2.2445
H 1.5714 -4.1280 -2.1038
H 3.6977 -3.3670 -2.5023
H 2.7243 -2.3444 -3.5732
H 4.4566 -4.0916 1.1502
H 2.8997 -3.8930 2.0426
H 4.3707 -2.9532 2.5272
P -3.3597 0.8893 1.5422
P -1.6000 3.1526 -0.1189
N -4.2956 -0.5275 1.0594
N -4.4577 1.2808 2.9566
N -1.7339 2.7804 -1.8486
N -1.2341 4.8829 -0.3465
C -4.1999 2.0711 0.3546
C -3.4272 3.3972 0.1781
C -3.7116 -1.7386 0.6514
C -4.7170 -2.5972 0.2345
C -5.9675 -1.9086 0.3829
C -5.6777 -0.6393 0.8663
C -3.9714 1.4057 4.2652
C -4.9901 1.8813 5.0921
C -6.1592 2.0434 4.2776
C -5.7954 1.6983 2.9801
C -0.9466 1.7725 -2.4159
C -1.3759 1.5136 -3.7056
C -2.4748 2.3946 -3.9613
C -2.6859 3.1393 -2.8061
C -1.7171 5.7687 -1.3201
C -1.4245 7.0727 -0.9390
C -0.7403 7.0015 0.3264
C -0.6551 5.6610 0.6750
H -5.2205 2.3188 0.6909
H -4.2924 1.5644 -0.6214
H -3.8836 3.9758 -0.6425
H -3.5157 4.0285 1.0800
H -2.6375 -1.8548 0.7000
H -4.5935 -3.6050 -0.1339
H -6.9575 -2.2859 0.1822
H -6.3394 0.1884 1.0603
H -2.9425 1.1555 4.4845
H -4.9157 2.1162 6.1476
H -7.1483 2.3841 4.5823
H -6.3955 1.7629 2.0838
H -0.1628 1.3363 -1.8341
H -0.9647 0.7740 -4.3769
H -3.0480 2.4686 -4.8706
H -3.4355 3.8865 -2.5922
H -2.2170 5.4059 -2.2006
H -1.6635 7.9602 -1.5084
H -0.3665 7.8426 0.8910
H -0.2322 5.1734 1.5422
F 9.1996 -6.4974 0.0654
C 8.4391 -5.3837 0.0995
C 7.6955 -5.0156 -1.0175
F 7.7644 -5.7556 -2.1410
C 6.9215 -3.8522 -0.9985
F 6.2652 -3.4971 -2.1376
C 6.8380 -3.0384 0.1533
S 5.8199 -1.6334 0.2680
C 7.6900 -3.3867 1.2263
F 7.7695 -2.5755 2.3022
C 8.4586 -4.5486 1.2035
F 9.2627 -4.8342 2.2453
```

***

Repeat the fifth record exactly.
Molecular formula: C33H35F5MoN4P2S
Method: DFT, ωB97M-V/def2-TZVPD

* multiplicity: 3
* lowest unoccupied orbital energy (alpha / beta): -7.710 / -9.325 eV
* net charge: +2
* energy above the lowest of the compared OMol25 structures with the same formula, charge and spin: 0.00 kcal/mol
* gap between HOMO and LUMO (alpha / beta): 4.37 / 2.76 eV

Structure (XYZ):
```
81
C33H35F5MoN4P2S, DFT ωB97M-V/def2-TZVPD
Mo 3.2746 -1.6857 0.5058
C 3.5543 -1.3937 -1.7728
C 2.8162 -0.3302 -1.2306
C 1.3218 -0.1805 -1.1354
C 0.6123 -0.7126 0.1179
C 1.1007 -2.0608 0.5605
C 1.7018 -3.0241 -0.2922
C 1.6610 -3.0596 -1.8099
C 2.9456 -2.5492 -2.5005
C 3.7940 -3.3666 1.6749
H 4.6025 -1.1829 -2.0209
H 3.3504 0.6236 -1.1280
H 0.7873 -0.5560 -2.0314
H 1.1775 0.9069 -1.1090
H 0.7327 0.0258 0.9380
H -0.4817 -0.7208 -0.1024
H 0.8341 -2.3619 1.5818
H 1.8405 -4.0169 0.1442
H 0.7804 -2.5507 -2.2445
H 1.5714 -4.1280 -2.1038
H 3.6977 -3.3670 -2.5023
H 2.7243 -2.3444 -3.5732
H 4.4566 -4.0916 1.1502
H 2.8997 -3.8930 2.0426
H 4.3707 -2.9532 2.5272
P -3.3597 0.8893 1.5422
P -1.6000 3.1526 -0.1189
N -4.2956 -0.5275 1.0594
N -4.4577 1.2808 2.9566
N -1.7339 2.7804 -1.8486
N -1.2341 4.8829 -0.3465
C -4.1999 2.0711 0.3546
C -3.4272 3.3972 0.1781
C -3.7116 -1.7386 0.6514
C -4.7170 -2.5972 0.2345
C -5.9675 -1.9086 0.3829
C -5.6777 -0.6393 0.8663
C -3.9714 1.4057 4.2652
C -4.9901 1.8813 5.0921
C -6.1592 2.0434 4.2776
C -5.7954 1.6983 2.9801
C -0.9466 1.7725 -2.4159
C -1.3759 1.5136 -3.7056
C -2.4748 2.3946 -3.9613
C -2.6859 3.1393 -2.8061
C -1.7171 5.7687 -1.3201
C -1.4245 7.0727 -0.9390
C -0.7403 7.0015 0.3264
C -0.6551 5.6610 0.6750
H -5.2205 2.3188 0.6909
H -4.2924 1.5644 -0.6214
H -3.8836 3.9758 -0.6425
H -3.5157 4.0285 1.0800
H -2.6375 -1.8548 0.7000
H -4.5935 -3.6050 -0.1339
H -6.9575 -2.2859 0.1822
H -6.3394 0.1884 1.0603
H -2.9425 1.1555 4.4845
H -4.9157 2.1162 6.1476
H -7.1483 2.3841 4.5823
H -6.3955 1.7629 2.0838
H -0.1628 1.3363 -1.8341
H -0.9647 0.7740 -4.3769
H -3.0480 2.4686 -4.8706
H -3.4355 3.8865 -2.5922
H -2.2170 5.4059 -2.2006
H -1.6635 7.9602 -1.5084
H -0.3665 7.8426 0.8910
H -0.2322 5.1734 1.5422
F 9.1996 -6.4974 0.0654
C 8.4391 -5.3837 0.0995
C 7.6955 -5.0156 -1.0175
F 7.7644 -5.7556 -2.1410
C 6.9215 -3.8522 -0.9985
F 6.2652 -3.4971 -2.1376
C 6.8380 -3.0384 0.1533
S 5.8199 -1.6334 0.2680
C 7.6900 -3.3867 1.2263
F 7.7695 -2.5755 2.3022
C 8.4586 -4.5486 1.2035
F 9.2627 -4.8342 2.2453
```

***

Repeat the second record exactly.
Molecular formula: C26H44N7OW
Method: DFT, ωB97M-V/def2-TZVPD

* multiplicity: 3
* lowest unoccupied orbital energy (alpha / beta): -9.040 / -10.245 eV
* net charge: +3
* energy above the lowest of the compared OMol25 structures with the same formula, charge and spin: 6.00 kcal/mol
* gap between HOMO and LUMO (alpha / beta): 8.62 / 7.32 eV

Structure (XYZ):
```
79
C26H44N7OW, DFT ωB97M-V/def2-TZVPD
W -0.4853 0.2579 0.2422
C -3.5385 1.3462 2.1956
C -2.2710 0.8684 2.8865
N -1.5090 -0.2092 2.1720
C -2.3072 -1.4628 2.0092
C -2.9835 -1.5148 0.6582
N -2.0252 -1.1868 -0.4468
C -2.8243 -0.8761 -1.6769
C -2.0399 -0.7912 -2.9730
C -0.8603 0.1893 -3.0521
N -0.6870 1.1018 -1.8760
C -1.6800 2.2159 -1.9904
C -1.6889 2.9850 -0.7044
N -1.9183 2.0425 0.4260
C -3.3593 1.8716 0.7619
H -3.9358 2.1424 2.8264
H -4.3004 0.5669 2.2164
H -2.5398 0.4827 3.8718
H -1.5671 1.6841 3.0631
H -0.7606 -0.4405 2.8192
H -3.0517 -1.5395 2.8038
H -1.6296 -2.3051 2.1248
H -3.8021 -0.8020 0.5984
H -3.4138 -2.5042 0.4933
H -1.5132 -2.0417 -0.6560
H -3.3660 0.0451 -1.4777
H -3.5786 -1.6580 -1.7871
H -2.7758 -0.5371 -3.7374
H -1.6862 -1.7855 -3.2489
H -0.9652 0.8226 -3.9346
H 0.0711 -0.3463 -3.1662
H 0.2102 1.5526 -2.0650
H -2.6595 1.7942 -2.2085
H -1.4078 2.8583 -2.8297
H -2.4456 3.7704 -0.7141
H -0.7210 3.4658 -0.5526
H -1.5003 2.4996 1.2332
H -3.8180 1.2136 0.0287
H -3.8536 2.8379 0.6577
C 1.2042 -1.2510 2.9837
C 1.3145 -0.8781 1.5308
C 2.5842 -0.0504 1.2026
C 3.1079 0.8264 2.3302
C 3.5932 -1.3713 -0.3195
C 4.4747 -2.3941 -0.9359
C 2.5493 -0.5625 -1.0996
C 2.9009 -0.2907 -2.5494
C 1.1475 -1.3002 -0.8460
C 0.8471 -2.3203 -1.9278
C 0.9063 -1.7327 0.4936
C 0.3857 -3.1199 0.7584
H 2.1187 -1.7828 3.2627
H 0.3795 -1.9231 3.2204
H 1.1425 -0.3747 3.6323
H 3.5317 0.1822 3.0974
H 2.3535 1.4568 2.7957
H 3.9263 1.4440 1.9594
H 3.8951 -3.1443 -1.4796
H 5.0714 -2.8820 -0.1695
H 5.1455 -1.9281 -1.6612
H 3.1106 -1.2164 -3.0822
H 3.8062 0.3163 -2.5991
H 2.1198 0.2442 -3.0879
H 1.5059 -3.1840 -1.7933
H 1.0294 -1.9541 -2.9320
H -0.1670 -2.7163 -1.9046
H 1.2085 -3.7933 0.4916
H -0.4583 -3.4453 0.1514
H 0.1636 -3.3132 1.8020
N 1.8999 3.7915 1.1244
C 1.5220 2.6061 0.7219
O 0.5184 2.0007 1.2086
C 2.1898 1.8901 -0.3925
C 2.4172 0.5863 -0.1678
N 3.6025 -1.0920 0.9248
C 2.1170 2.5243 -1.6713
N 1.8860 3.0330 -2.6779
H 2.7314 4.2301 0.7509
H 1.4055 4.2748 1.8635
```

***

- Which of these has the highest net charge?
  C26H44N7OW

***

- What is the net charge in the third record?
  0